Record 1
Computed, not measured: C22H26N4O4 in the gas phase in a non-equilibrium geometry, with ωB97M-V/def2-TZVPD.

XYZ file:
```
56
Properties=species:S:1:pos:R:3
C -4.2079 -1.4231 1.8792
O -2.9186 -1.3839 1.2834
C -2.8505 -0.8253 0.0708
O -3.8084 -0.4248 -0.5345
C -1.4110 -0.7271 -0.4137
C -1.3358 -0.6404 -1.9381
C -1.6586 -1.9875 -2.5754
C -0.7310 -3.0527 -2.0013
C -0.8801 -3.0964 -0.4798
N -0.5812 -1.8029 0.0943
C 0.2936 -1.5224 1.0866
O 0.3698 -0.4091 1.5745
C 1.2485 -2.6210 1.5307
C 2.3742 -2.7893 0.4947
C 3.0633 -1.4913 0.2935
N 4.0403 -1.0143 0.9867
N 4.3174 0.2096 0.4904
C 3.4971 0.4222 -0.4850
C 3.4434 1.6336 -1.3372
C 2.0091 2.0745 -1.6355
C 1.1873 2.2873 -0.4031
C 1.5755 2.2446 0.9042
N 0.5026 2.4588 1.7228
C -0.6166 2.6011 0.9623
C -1.9444 2.7912 1.3255
C -2.8730 2.9191 0.3153
C -2.4947 2.8746 -1.0295
C -1.1822 2.6849 -1.3984
C -0.2218 2.5299 -0.3976
O 2.6690 -0.6309 -0.6750
H -4.6069 -0.4119 1.9762
H -4.8929 -2.0132 1.2664
H -4.0773 -1.8794 2.8568
H -1.0203 0.2021 0.0266
H -2.0414 0.1204 -2.2692
H -0.3278 -0.3305 -2.2181
H -1.5406 -1.9261 -3.6582
H -2.6973 -2.2485 -2.3641
H -0.9659 -4.0345 -2.4153
H 0.3023 -2.8099 -2.2596
H -0.2314 -3.8622 -0.0602
H -1.9170 -3.3573 -0.2306
H 1.6917 -2.2889 2.4707
H 0.7397 -3.5687 1.7024
H 1.9754 -3.1302 -0.4614
H 3.1038 -3.5101 0.8653
H 3.9939 2.4172 -0.8164
H 3.9604 1.4235 -2.2787
H 1.5205 1.3142 -2.2535
H 2.0414 2.9968 -2.2241
H 2.5487 2.0858 1.3263
H 0.5148 2.3269 2.7190
H -2.2341 2.8325 2.3655
H -3.9150 3.0606 0.5611
H -3.2548 2.9889 -1.7880
H -0.8978 2.6568 -2.4403
```

Output
Orbital gap ... 8.38 eV
LUMO level ... 0.67 eV
SMILES ... COC(=O)[C@@H]1CCCCN1C(=O)CCc1nnc(CCc2c[nH]c3ccccc23)o1
Energy ... -37387.7077 eV
Energy relative to the best compared isomer or geometry (same formula, charge and spin) ... 19.99 kcal/mol
Largest force on an atom ... 0.029 hartree/bohr
Total charge ... 0

=====

Record 2
Computed, not measured: C2H3N3O2S in the gas phase in a non-equilibrium geometry, with ωB97M-V/def2-TZVPD.

XYZ file:
```
11
Properties=species:S:1:pos:R:3
H 2.1408 1.3382 1.5014
N 2.0028 0.5059 0.9863
C 0.8595 0.4839 0.4574
O -0.0396 1.5515 0.5128
N -1.0625 1.2373 -0.4139
C -1.0109 -0.1779 -0.6954
O -1.9355 -0.8556 -1.1643
N 0.1892 -0.5266 -0.2624
S 0.8720 -2.1580 -0.2023
H -1.8853 1.2712 0.1290
H -0.1304 -2.6699 -0.8485
```

Output
Orbital gap ... 10.03 eV
LUMO level ... 0.29 eV
SMILES ... [H]/N=c1\o[nH]c(=O)n1S
Energy ... -21521.0947 eV
Energy relative to the best compared isomer or geometry (same formula, charge and spin) ... 32.76 kcal/mol
Largest force on an atom ... 0.074 hartree/bohr
Total charge ... 0

=====

Record 3
Computed, not measured: a molecular structure, C18H18F6NO6S4Tc in a non-equilibrium geometry, with ωB97M-V/def2-TZVPD.

XYZ file:
```
54
Properties=species:S:1:pos:R:3
Tc -0.3500 0.3753 -0.1913
F -4.9245 0.1344 1.6760
C -3.7527 0.6447 1.9307
F -3.8362 1.7058 2.6952
F -2.9715 -0.2612 2.5257
S -2.8204 1.1176 0.3642
O -1.5665 1.7019 0.8838
O -3.5763 1.8478 -0.5640
N -2.2433 -0.2594 -0.2559
S -2.0510 -0.8869 -1.7247
O -0.5847 -1.0744 -1.7294
O -2.8899 -1.9359 -2.0946
C -2.1290 0.5876 -2.9066
F -1.4094 1.5393 -2.2299
F -1.4298 0.2915 -3.9844
F -3.3053 1.0454 -3.2095
O 0.2583 -1.0053 1.1086
S 0.8810 -1.7890 2.2495
C 2.6634 -1.2523 2.3224
C 2.9600 0.0985 1.6844
C 3.5695 -0.0629 0.2840
C 3.9626 1.2687 -0.3376
S 2.5784 2.0759 -1.2841
O 1.3351 1.4639 -0.6717
C 2.8003 1.2426 -2.8999
C 3.5734 1.9036 -3.8467
C 3.8619 1.2562 -5.0405
C 3.3207 0.0055 -5.2941
C 2.5390 -0.6379 -4.3442
C 2.2456 -0.0041 -3.1442
C 0.2936 -0.9896 3.7811
C 0.3118 -1.7725 4.9306
C -0.0580 -1.1882 6.1347
C -0.4903 0.1305 6.1545
C -0.5052 0.8989 4.9974
C -0.1358 0.3276 3.7883
H 3.2281 -2.0432 1.8281
H 2.9167 -1.2639 3.3816
H 3.6821 0.6197 2.3160
H 2.0571 0.7192 1.6341
H 2.8763 -0.6083 -0.3621
H 4.4833 -0.6545 0.3766
H 4.7865 1.1608 -1.0429
H 4.2668 1.9808 0.4306
H 3.9764 2.8871 -3.6587
H 4.4985 1.7453 -5.7649
H 3.4764 -0.4578 -6.2629
H 2.1422 -1.6234 -4.5314
H 1.6091 -0.4955 -2.4225
H 0.6372 -2.8022 4.9097
H -0.0183 -1.7761 7.0422
H -0.8558 0.5603 7.0796
H -0.8183 1.9317 5.0212
H -0.1733 0.9079 2.8756
```

Output
Multiplicity ... 2
Orbital gap (spin up / spin down) ... 3.42 / 4.80 eV
LUMO level (spin up / spin down) ... -14.37 / -13.08 eV
Energy ... -94542.0432 eV
Largest force on an atom ... 0.088 hartree/bohr
Total charge ... +3

=====

Record 4
Computed, not measured: 2 unconnected molecules or ions with the total composition C7H14N2 in a non-equilibrium geometry, with ωB97M-V/def2-TZVPD.

XYZ file:
```
23
Properties=species:S:1:pos:R:3
C 1.5872 -2.1202 2.2493
C -0.6649 -1.3132 -0.3364
C 0.9163 -1.5331 1.1197
C 1.6329 -1.1725 0.0011
N -0.4623 -1.6446 0.9648
N 0.5121 -1.0338 -0.9394
H -1.7148 -1.3072 -0.8176
H 0.5557 -1.2348 -1.9876
H 2.6725 -0.8799 -0.2547
H 1.2542 -1.5351 3.2205
H 2.7165 -2.0101 2.1150
H 1.4490 -3.1689 2.2383
C -1.5449 2.2245 -0.6334
C -1.4758 2.4507 -2.1074
C -0.2915 2.8617 0.0382
H -2.4200 2.7203 -0.2205
H -1.7174 1.2038 -0.1182
H -0.4806 2.0172 -2.3596
H 0.5054 2.1682 0.2873
H 0.2527 3.7277 -0.2980
H -1.5226 3.4091 -2.4323
H -2.3704 2.0537 -2.5668
H -0.4847 3.1972 1.0306
```

Output
Multiplicity ... 2
Orbital gap (spin up / spin down) ... 2.54 / 8.89 eV
LUMO level (spin up / spin down) ... 3.67 / 3.78 eV
Energy ... -10463.0894 eV
Energy relative to the best compared isomer or geometry (same formula, charge and spin) ... 46.85 kcal/mol
Largest force on an atom ... 0.082 hartree/bohr
Total charge ... -1

=====

Record 5
Computed, not measured: a gas-phase ion, C2HClNO2 (charge -1) in a non-equilibrium geometry, with ωB97M-V/def2-TZVPD.

XYZ file:
```
7
Properties=species:S:1:pos:R:3
H 2.1794 -1.0350 -0.1120
N 1.2047 -1.2624 -0.0089
C 0.1872 0.0873 0.4142
Cl 0.5337 1.4851 1.3675
C -1.1350 0.1923 -0.3142
O -2.2267 -0.1865 0.0221
O -0.7433 0.7192 -1.3686
```

Output
Orbital gap (spin up / spin down) ... 7.69 / 7.69 eV
LUMO level (spin up / spin down) ... 3.51 / 3.51 eV
SMILES ... [H]/N=C(\Cl)C(=O)[O-]
Energy ... -20195.3468 eV
Energy relative to the best compared isomer or geometry (same formula, charge and spin) ... 110.52 kcal/mol
Largest force on an atom ... 0.143 hartree/bohr
Total charge ... -1

=====

Record 6
Computed, not measured: 2 unconnected molecules or ions with the total composition C2H6O3 in a non-equilibrium geometry, with ωB97M-V/def2-TZVPD.

XYZ file:
```
11
Properties=species:S:1:pos:R:3
C -0.1395 0.7540 -0.0715
C 0.0053 0.5579 -1.5748
O 0.9908 -0.0376 -2.0537
O -1.1564 0.8098 -2.2792
H -0.9110 0.0291 0.2383
H -0.3681 1.7296 0.3895
H 0.8386 0.4084 0.3033
H -1.7872 1.4183 -1.8062
O 0.4925 -1.9344 2.0938
H 0.7459 -2.2890 2.9760
H 1.2889 -1.4462 1.7846
```

Output
Orbital gap ... 11.05 eV
LUMO level ... 0.50 eV
SMILES ... CC(=O)O.O
Energy ... -8313.5591 eV
Energy relative to the best compared isomer or geometry (same formula, charge and spin) ... 21.88 kcal/mol
Largest force on an atom ... 0.083 hartree/bohr
Total charge ... 0